[1]
97
Properties=species:S:1:pos:R:3:lowdin_charge:R:1 method="wB97M-V/def2-TZVPD" e_tot_ha=-2583.3334 homo_lumo_gap_ha=0.3288 e_homo_ev=-8.896 multiplicity=1
C -0.341 -2.478 -1.960 -0.11
C -0.523 -2.986 -0.513 -0.24
C -1.345 -1.982 0.319 -0.19
C -1.004 -1.951 1.809 -0.20
N -1.012 -0.585 2.366 0.02
C 0.058 0.194 1.839 -0.42
C 1.096 0.713 2.814 -0.07
O 1.954 1.508 1.915 -0.18
S 1.109 1.925 0.636 0.59
O 1.052 3.306 0.327 -0.23
O 1.348 1.135 -0.517 -0.23
O -0.330 1.399 1.164 -0.14
H -0.621 -3.256 -2.656 0.06
H 0.692 -2.176 -2.110 0.07
H -0.953 -1.607 -2.130 0.02
H -1.049 -3.941 -0.480 0.09
H 0.468 -3.159 -0.091 0.04
H -1.171 -1.014 -0.146 0.09
H -2.401 -2.202 0.185 0.11
H -0.012 -2.348 1.986 0.07
H -1.702 -2.556 2.376 0.11
H -1.877 -0.143 2.072 0.07
H 0.642 -0.486 1.211 0.14
H 1.703 -0.122 3.144 0.10
H 0.755 1.347 3.623 0.14
C 2.682 -5.934 0.370 -0.06
C 2.344 -4.610 0.862 -0.25
N 2.078 -3.563 1.251 0.15
H 3.157 -5.878 -0.608 0.09
H 3.375 -6.434 1.045 0.07
H 1.796 -6.560 0.271 0.05
C -3.664 3.080 0.671 -0.10
C -3.776 1.652 0.904 -0.27
N -3.837 0.517 1.066 0.15
H -2.692 3.453 0.990 0.08
H -3.776 3.322 -0.383 0.06
H -4.424 3.630 1.220 0.05
C 3.404 -1.043 5.821 -0.06
C 2.232 -1.679 5.237 -0.28
N 1.308 -2.177 4.772 0.17
H 3.290 0.040 5.838 0.08
H 3.560 -1.381 6.844 0.08
H 4.299 -1.278 5.248 0.09
C 6.006 -3.923 0.464 -0.07
C 6.080 -5.375 0.507 -0.29
N 6.122 -6.521 0.540 0.14
H 6.947 -3.476 0.783 0.08
H 5.793 -3.574 -0.545 0.09
H 5.216 -3.555 1.118 0.07
C -3.729 1.879 5.354 -0.07
C -4.598 2.482 4.356 -0.27
N -5.273 2.957 3.560 0.15
H -3.211 2.644 5.930 0.08
H -4.302 1.265 6.046 0.08
H -2.980 1.244 4.881 0.08
C -4.218 6.194 -2.946 -0.08
C -4.038 6.066 -1.509 -0.26
N -3.898 5.961 -0.375 0.15
H -4.705 7.136 -3.194 0.08
H -3.259 6.162 -3.462 0.05
H -4.833 5.384 -3.334 0.08
C -1.609 -6.892 1.405 -0.07
C -0.985 -7.146 0.117 -0.29
N -0.489 -7.340 -0.899 0.13
H -1.420 -7.709 2.099 0.08
H -1.217 -5.980 1.856 0.07
H -2.687 -6.778 1.307 0.08
C -1.448 1.420 -4.362 -0.10
C -1.429 -0.037 -4.373 -0.25
N -1.415 -1.184 -4.358 0.15
H -0.503 1.822 -3.999 0.08
H -1.619 1.816 -5.358 0.05
H -2.237 1.799 -3.717 0.07
C 1.085 -5.264 6.976 -0.08
C 0.318 -5.619 5.794 -0.28
N -0.276 -5.865 4.846 0.14
H 2.109 -5.625 6.898 0.08
H 1.116 -4.182 7.100 0.07
H 0.643 -5.696 7.873 0.08
C 3.841 5.169 -1.088 -0.07
C 4.866 5.867 -0.328 -0.29
N 5.676 6.416 0.270 0.12
H 3.803 5.526 -2.116 0.08
H 4.032 4.098 -1.119 0.08
H 2.854 5.312 -0.650 0.07
C -2.710 4.923 -7.415 -0.05
C -2.466 4.553 -6.030 -0.24
N -2.273 4.260 -4.937 0.15
H -3.286 5.844 -7.483 0.09
H -1.777 5.081 -7.953 0.04
H -3.266 4.148 -7.940 0.09
C 1.598 4.876 -7.904 -0.06
C 0.678 5.565 -8.796 -0.28
N -0.050 6.107 -9.498 0.14
H 2.062 5.576 -7.211 0.09
H 1.079 4.118 -7.319 0.08
H 2.389 4.385 -8.467 0.09



[2]
94
Properties=species:S:1:pos:R:3:lowdin_charge:R:1 method="wB97M-V/def2-TZVPD" e_tot_ha=-2013.9356 homo_lumo_gap_ha=0.1022 total_charge=-1 e_homo_ev=-1.469 multiplicity=1
C -1.428 2.626 2.450 -0.05
C -0.311 1.849 1.482 -0.32
O 0.313 0.807 2.032 -0.10
N -0.163 2.373 0.076 0.00
C 0.922 1.687 -0.717 -0.22
C 1.666 2.893 -1.606 -0.21
C 2.848 3.656 -0.701 -0.25
C 4.370 3.331 -1.268 -0.47
N 4.527 1.862 -1.713 -0.26
H -1.138 3.775 2.436 0.07
H -2.471 2.547 1.907 0.06
H -1.436 2.168 3.530 0.09
H 0.011 3.407 0.156 0.09
H 1.777 1.197 -0.088 0.12
H 0.438 0.971 -1.523 0.11
H 0.866 3.749 -1.829 0.08
H 2.105 2.472 -2.625 0.10
H 2.837 3.271 0.423 0.10
H 2.650 4.833 -0.728 0.05
H 5.152 3.607 -0.421 0.05
H 4.561 3.977 -2.246 0.07
H 4.972 1.900 -2.672 -0.13
C -1.814 0.980 -4.390 -0.24
C -1.078 2.254 -4.331 -0.24
N -0.497 3.261 -4.283 0.12
H -2.849 1.094 -4.051 0.06
H -1.849 0.581 -5.410 0.09
H -1.349 0.214 -3.760 0.10
C 1.261 6.408 2.974 -0.08
C 1.217 6.132 1.529 -0.24
N 1.183 5.914 0.386 0.14
H 1.831 5.645 3.515 0.08
H 1.732 7.374 3.188 0.08
H 0.258 6.434 3.412 0.08
C 8.371 3.629 0.305 -0.07
C 7.907 4.502 1.396 -0.25
N 7.540 5.191 2.259 0.12
H 8.429 4.168 -0.647 0.08
H 9.368 3.223 0.508 0.08
H 7.699 2.778 0.154 0.08
C -4.419 -2.650 -4.566 -0.06
C -3.683 -1.375 -4.506 -0.09
N -3.102 -0.368 -4.459 0.03
H -5.454 -2.536 -4.227 0.08
H -4.454 -3.049 -5.585 0.05
H -3.954 -3.415 -3.935 0.07
C 0.318 -2.166 2.551 -0.08
C 0.980 -3.419 2.953 -0.30
N 1.502 -4.409 3.270 0.11
H -0.623 -2.014 3.091 0.06
H 0.949 -1.294 2.750 0.07
H 0.082 -2.158 1.482 0.08
C -0.801 -3.805 6.276 -0.07
C -1.041 -2.471 6.851 -0.28
N -1.230 -1.417 7.305 0.11
H -0.244 -4.449 6.965 0.08
H -1.739 -4.319 6.040 0.08
H -0.221 -3.748 5.348 0.04
C -5.721 2.860 1.995 -0.08
C -4.847 3.849 2.647 -0.28
N -4.156 4.631 3.161 0.13
H -5.232 2.392 1.135 0.08
H -6.005 2.056 2.683 0.07
H -6.648 3.316 1.632 0.08
C -4.235 -5.431 -8.266 -0.09
C -3.904 -5.532 -6.835 -0.27
N -3.642 -5.612 -5.704 0.13
H -3.380 -5.081 -8.855 0.09
H -4.539 -6.398 -8.680 0.06
H -5.058 -4.730 -8.443 0.08
C 8.472 4.019 5.127 -0.09
C 9.133 2.767 5.528 -0.28
N 9.656 1.777 5.845 0.10
H 7.531 4.171 5.666 0.08
H 9.103 4.892 5.325 0.08
H 8.236 4.028 4.057 0.02
C -1.468 -8.574 -6.310 -0.07
C -2.087 -8.316 -7.620 -0.26
N -2.577 -8.112 -8.656 0.13
H -1.113 -9.606 -6.226 0.08
H -0.607 -7.921 -6.134 0.09
H -2.174 -8.407 -5.489 0.08
C -3.730 -1.474 4.176 -0.08
C -4.349 -1.216 2.865 -0.27
N -4.838 -1.012 1.830 0.11
H -3.375 -2.507 4.260 0.06
H -2.868 -0.821 4.352 0.08
H -4.435 -1.307 4.997 0.08
C -2.515 -4.697 0.069 -0.07
C -2.184 -4.797 1.501 -0.25
N -1.923 -4.877 2.631 0.14
H -1.661 -4.347 -0.520 0.08
H -2.819 -5.664 -0.345 0.08
H -3.338 -3.996 -0.107 0.08



[3]
106
Properties=species:S:1:pos:R:3:lowdin_charge:R:1 method="wB97M-V/def2-TZVPD" e_tot_ha=-3429.1989 homo_lumo_gap_ha=0.3259 de_lowest_kj_mol=283.10 smiles="CCP(C)[C@@H](O[C@@H](O)N(C(C)=O)C(C)=O)[C@](C)(O)OCN.O=C1OCCO1.O=C1OCCO1.O=C1OCCO1.O=C1OCCO1.O=C1OCCO1.O=C1OCCO1" e_homo_ev=-8.748 multiplicity=1
C 3.870 -4.042 0.534 -0.15
C 3.793 -2.507 0.601 -0.43
P 2.048 -1.945 0.743 1.03
C 2.182 -0.109 0.809 -0.27
C 1.215 -2.297 -0.903 -0.37
O -0.126 -1.817 -0.790 -0.08
C -1.081 -2.753 -0.399 -0.43
O -1.021 -3.026 0.976 0.03
N -2.351 -2.149 -0.735 0.08
C -2.671 -0.974 0.050 -0.40
C -2.111 0.325 -0.458 0.03
O -3.382 -1.061 1.022 0.11
C -3.485 -2.998 -0.919 -0.44
C -3.527 -4.387 -0.348 0.02
O -4.430 -2.550 -1.522 0.11
C 1.772 -1.710 -2.226 -0.56
C 3.143 -2.295 -2.607 0.02
O 1.816 -0.302 -2.148 0.04
O 0.866 -1.901 -3.292 -0.05
C 0.488 -3.223 -3.591 -0.29
N 0.597 -3.395 -5.039 0.05
H 4.742 -4.408 1.075 0.06
H 2.995 -4.476 1.032 0.06
H 3.881 -4.422 -0.488 0.06
H 4.330 -2.029 -0.220 0.05
H 4.274 -2.167 1.524 0.08
H 3.150 0.222 0.416 0.03
H 2.144 0.193 1.857 0.03
H 1.376 0.361 0.248 0.03
H 1.200 -3.395 -0.978 0.12
H -0.980 -3.680 -0.982 0.15
H -0.311 -3.650 1.169 0.09
H -1.385 0.722 0.254 0.09
H -1.657 0.194 -1.436 0.09
H -2.950 1.021 -0.549 0.10
H -3.942 -5.053 -1.108 0.09
H -2.572 -4.778 -0.009 0.07
H -4.217 -4.381 0.499 0.10
H 3.960 -1.658 -2.269 0.08
H 3.306 -3.290 -2.188 0.07
H 3.178 -2.369 -3.695 0.10
H 2.648 -0.042 -1.742 0.08
H 1.135 -3.956 -3.095 0.12
H -0.544 -3.383 -3.246 0.12
H 0.395 -2.487 -5.451 0.07
H -0.169 -3.982 -5.354 0.06
O -0.724 -3.078 -7.649 0.16
C -0.321 -4.052 -8.194 -0.58
O -0.683 -5.316 -7.871 0.05
C -0.169 -6.205 -8.867 -0.11
C 0.991 -5.408 -9.435 -0.11
O 0.568 -4.060 -9.211 0.07
H 0.127 -7.145 -8.410 0.13
H -0.949 -6.390 -9.607 0.13
H 1.920 -5.577 -8.888 0.13
H 1.158 -5.573 -10.495 0.13
O 6.797 0.260 1.351 0.16
C 6.269 1.043 2.075 -0.56
O 6.913 1.842 2.948 0.07
C 5.979 2.802 3.460 -0.10
C 4.652 2.096 3.253 -0.11
O 4.935 1.254 2.127 0.04
H 6.203 3.017 4.501 0.13
H 6.063 3.716 2.872 0.13
H 4.379 1.464 4.100 0.14
H 3.830 2.766 3.019 0.13
O -4.886 4.714 3.222 0.13
C -4.981 3.539 3.033 -0.57
O -6.149 2.868 3.011 0.06
C -5.893 1.534 2.539 -0.10
C -4.424 1.355 2.860 -0.09
O -3.945 2.714 2.813 0.07
H -6.544 0.831 3.049 0.13
H -6.092 1.502 1.466 0.14
H -4.264 0.968 3.868 0.14
H -3.896 0.735 2.141 0.10
O 7.945 -5.486 1.462 0.16
C 8.073 -4.483 0.840 -0.58
O 7.237 -3.422 0.911 0.04
C 7.823 -2.326 0.196 -0.12
C 8.756 -3.042 -0.762 -0.11
O 9.069 -4.241 -0.044 0.06
H 7.048 -1.744 -0.292 0.12
H 8.350 -1.688 0.902 0.12
H 8.266 -3.316 -1.698 0.13
H 9.665 -2.489 -0.979 0.13
O -5.326 8.645 8.325 0.17
C -4.740 8.156 7.417 -0.57
O -5.199 7.131 6.661 0.06
C -4.328 6.965 5.536 -0.12
C -3.039 7.584 6.041 -0.12
O -3.513 8.543 6.991 0.06
H -4.239 5.915 5.276 0.11
H -4.743 7.508 4.686 0.13
H -2.407 6.861 6.561 0.13
H -2.460 8.080 5.267 0.13
O -6.775 9.892 0.163 0.17
C -6.905 8.817 0.647 -0.58
O -7.691 8.541 1.716 0.06
C -7.773 7.120 1.865 -0.11
C -6.506 6.654 1.176 -0.12
O -6.288 7.693 0.213 0.06
H -7.817 6.855 2.918 0.13
H -8.677 6.768 1.364 0.13
H -5.657 6.612 1.856 0.11
H -6.610 5.696 0.675 0.13



[4]
97
Properties=species:S:1:pos:R:3:lowdin_charge:R:1 method="wB97M-V/def2-TZVPD" e_tot_ha=-8769.8010 homo_lumo_gap_ha=0.2754 de_lowest_kj_mol=139.94 e_homo_ev=-7.633 multiplicity=1
Ti -0.063 -0.307 -0.210 0.68
C 3.098 0.879 -4.629 -0.03
C 3.067 0.808 -3.131 -0.22
C 3.994 1.462 -2.330 0.01
C 3.892 1.391 -0.953 -0.08
C 2.850 0.659 -0.414 -0.68
Br 2.741 0.548 1.470 0.92
N 1.943 0.022 -1.152 -0.02
C 2.062 0.114 -2.483 -0.10
H 4.116 1.009 -4.995 0.08
H 2.501 1.721 -4.984 0.09
H 2.685 -0.027 -5.074 0.07
H 4.795 2.035 -2.783 0.13
H 4.593 1.886 -0.299 0.11
H 1.292 -0.384 -3.056 0.06
O 3.678 3.735 4.102 -0.04
C 2.553 4.597 4.102 -0.24
N 1.470 3.819 3.569 0.09
C 0.183 4.035 3.940 -0.44
O -0.141 4.968 4.658 0.07
C -0.824 3.075 3.390 -0.11
C -2.146 3.480 3.267 0.01
C -3.062 2.597 2.728 -0.03
C -2.620 1.344 2.326 -0.13
N -1.362 0.934 2.459 0.07
C -0.498 1.786 2.997 -0.10
H 4.427 4.210 4.471 0.09
H 2.747 5.478 3.481 0.13
H 2.276 4.925 5.104 0.13
H 1.707 3.100 2.905 0.10
H -2.422 4.477 3.582 0.12
H -4.099 2.872 2.598 0.11
H -3.305 0.641 1.866 0.11
H 0.508 1.402 3.127 0.08
C -1.646 -2.273 2.742 -0.05
C -0.328 -2.986 2.654 -0.23
C -0.060 -4.033 3.527 -0.06
C 1.136 -4.730 3.473 -0.09
C 2.084 -4.374 2.529 -0.06
C 1.865 -3.328 1.640 -0.23
C 2.945 -2.988 0.650 -0.07
C 0.641 -2.627 1.697 -0.29
N 0.368 -1.594 0.810 -0.12
H -2.424 -2.956 3.085 0.08
H -1.937 -1.850 1.782 0.04
H -1.594 -1.435 3.439 0.08
H -0.814 -4.308 4.257 0.11
H 1.322 -5.552 4.152 0.10
H 3.020 -4.919 2.471 0.11
H 3.519 -3.879 0.394 0.08
H 3.640 -2.258 1.069 0.05
H 2.535 -2.562 -0.261 0.05
C -3.863 -1.949 -0.186 -0.20
Si -2.770 -3.098 -1.185 0.34
C -2.031 -4.443 -0.119 -0.20
C -3.869 -3.940 -2.445 -0.21
As -0.943 -1.868 -2.124 0.90
Si 0.285 -3.666 -3.073 0.32
C 1.710 -2.982 -4.085 -0.21
C 0.971 -4.682 -1.655 -0.20
C -0.638 -4.856 -4.183 -0.21
Si -2.002 -0.737 -3.953 0.35
C -0.754 0.075 -5.082 -0.21
C -2.836 -2.065 -5.014 -0.21
C -3.385 0.392 -3.420 -0.18
H -4.048 -2.388 0.798 0.03
H -4.825 -1.825 -0.689 0.04
H -3.434 -0.960 -0.041 -0.01
H -2.794 -4.783 0.588 0.05
H -1.163 -4.124 0.456 0.01
H -1.734 -5.301 -0.727 0.03
H -4.491 -4.632 -1.867 0.04
H -3.340 -4.520 -3.200 0.01
H -4.532 -3.243 -2.958 0.02
H 2.475 -2.531 -3.450 0.02
H 1.399 -2.244 -4.828 0.01
H 2.172 -3.816 -4.621 0.04
H 2.046 -4.827 -1.785 0.04
H 0.499 -5.667 -1.629 0.04
H 0.812 -4.224 -0.681 0.00
H -1.025 -4.420 -5.104 0.02
H -1.450 -5.378 -3.675 0.02
H 0.114 -5.604 -4.456 0.04
H -0.086 -0.666 -5.529 0.02
H -0.167 0.848 -4.591 0.01
H -1.317 0.538 -5.899 0.04
H -2.496 -3.082 -4.821 -0.02
H -2.648 -1.851 -6.070 0.04
H -3.918 -2.054 -4.865 0.03
H -3.061 1.347 -3.016 0.02
H -4.014 -0.094 -2.670 0.03
H -3.997 0.576 -4.308 0.04
O -1.902 2.941 -0.974 -0.24
S -1.113 1.758 -1.004 0.31
O -1.874 0.505 -0.502 -0.49
O -0.541 1.347 -2.292 -0.38
O 0.057 1.743 -0.025 -0.42



[5]
100
Properties=species:S:1:pos:R:3:lowdin_charge:R:1 method="wB97M-V/def2-TZVPD" e_tot_ha=-6480.8380 homo_lumo_gap_ha=0.2314 total_charge=+1 e_homo_ev=-10.301 multiplicity=1
C 6.181 -2.416 2.946 0.09
C 7.239 -2.577 2.056 -0.04
C 7.060 -2.268 0.647 -0.52
O 7.822 -2.544 -0.240 0.13
O 5.929 -1.521 0.417 -0.06
C 5.141 -2.024 -0.666 -0.18
C 3.695 -1.597 -0.485 -0.15
C 3.570 -0.111 -0.076 -0.18
C 2.841 -0.017 1.280 -0.18
C 2.046 1.268 1.539 -0.16
C 0.991 1.590 0.451 -0.09
C -0.433 1.464 0.923 -0.05
C -1.025 0.205 0.806 -0.12
F -0.308 -0.808 0.326 0.14
C -2.341 -0.029 1.159 0.03
C -2.980 -1.379 0.991 -0.46
O -2.499 -2.359 1.470 0.18
O -4.078 -1.298 0.264 0.05
C -4.749 -2.569 0.038 -0.14
C -4.074 -3.329 -1.086 -0.14
C -4.808 -4.629 -1.503 -0.18
C -6.307 -4.692 -1.202 -0.16
C -6.656 -5.151 0.229 -0.24
O -5.531 -5.697 0.886 -0.21
C -5.705 -5.817 2.292 -0.09
C -3.061 1.054 1.656 0.09
C -2.473 2.301 1.778 -0.03
B -3.411 3.475 2.350 -0.43
O -3.240 3.887 3.622 0.19
C -4.544 4.071 1.421 -0.12
C -4.117 4.041 -0.064 -0.15
N -1.174 2.491 1.416 0.09
C -0.627 3.851 1.534 -0.14
O -0.437 4.307 2.842 -0.12
C -0.178 3.328 3.842 -0.05
H 6.139 -1.594 3.658 0.07
H 5.329 -3.094 2.923 0.08
H 8.192 -2.968 2.395 0.12
H 5.166 -3.117 -0.656 0.14
H 5.512 -1.728 -1.648 0.06
H 3.272 -2.239 0.290 0.11
H 3.100 -1.804 -1.373 0.10
H 4.564 0.309 0.054 0.03
H 3.081 0.455 -0.870 0.11
H 3.610 -0.048 2.055 0.10
H 2.178 -0.861 1.468 0.11
H 2.691 2.142 1.637 0.09
H 1.573 1.144 2.514 0.10
H 1.175 2.537 -0.048 0.11
H 1.106 0.845 -0.333 0.11
H -4.830 -3.162 0.947 0.13
H -5.765 -2.301 -0.239 0.12
H -3.087 -3.622 -0.732 0.11
H -3.972 -2.683 -1.958 0.12
H -4.711 -4.705 -2.587 0.11
H -4.284 -5.496 -1.115 0.11
H -6.731 -5.428 -1.884 0.11
H -6.822 -3.751 -1.390 0.11
H -7.014 -4.288 0.807 0.11
H -7.479 -5.871 0.202 0.12
H -4.977 -5.188 2.811 0.08
H -5.502 -6.849 2.573 0.09
H -6.709 -5.518 2.593 0.08
H -4.091 0.905 1.946 0.15
H -3.726 4.705 3.778 0.13
H -4.784 5.072 1.786 0.11
H -5.419 3.425 1.545 0.12
H -4.847 4.540 -0.688 0.03
H -3.106 4.406 -0.212 0.03
H -4.110 2.994 -0.381 0.08
H -1.308 4.555 1.053 0.15
H 0.314 3.950 1.001 0.10
H 0.377 3.831 4.631 0.11
H 0.441 2.501 3.502 0.07
H -1.103 2.979 4.301 0.09
C 2.884 5.615 -0.406 -1.00
Cl 4.029 4.339 0.027 0.50
Cl 2.076 6.282 1.021 0.54
H 3.423 6.412 -0.905 0.03
H 2.132 5.202 -1.069 0.02
C 6.377 1.451 2.011 -1.01
Cl 6.208 2.175 0.408 0.54
Cl 5.959 2.591 3.295 0.52
H 5.711 0.597 2.071 -0.01
H 7.405 1.133 2.141 0.04
C 5.704 -2.242 -4.653 -0.99
Cl 6.354 -0.754 -3.967 0.55
Cl 3.961 -2.398 -4.355 0.53
H 5.871 -2.237 -5.724 0.01
H 6.208 -3.086 -4.197 0.03
C -4.326 6.520 -3.185 -0.98
Cl -3.109 5.268 -2.870 0.53
Cl -5.041 7.158 -1.699 0.53
H -3.846 7.337 -3.710 0.03
H -5.112 6.091 -3.794 0.03
C 3.139 -3.356 -7.593 -1.06
Cl 2.604 -4.767 -8.512 0.51
Cl 4.278 -2.364 -8.515 0.51
H 2.275 -2.753 -7.344 0.02
H 3.632 -3.693 -6.691 -0.03